{
  "formula": "C5H5NO",
  "method": "the ωB97M-V functional and the def2-TZVPD basis",
  "elements": ["C", "C", "C", "C", "C", "H", "H", "H", "H", "H", "N", "O"],
  "coordinates": [[1.794, 0.078, 0.039], [0.211, -0.013, -0.001], [-0.576, -1.081, -0.062], [-1.984, -0.500, -0.131], [-0.609, 1.235, 0.200], [2.205, 0.356, 0.993], [2.376, -0.843, 0.264], [2.342, 0.701, -0.690], [-0.453, -2.025, -0.532], [-2.985, -1.072, -0.164], [-1.882, 0.775, 0.339], [-0.439, 2.388, -0.254]],
  "homo_energy_ev": -9.75,
  "e_above_lowest_kj_mol": 314.8,
  "lumo_ev": -1.470,
  "mol_weight_g_mol": 95.101,
  "smiles": "CC1=CC=NC1=O"
}

{
  "formula": "C5H5NO",
  "method": "the ωB97M-V functional and the def2-TZVPD basis",
  "elements": ["O", "C", "C", "C", "C", "C", "N", "H", "H", "H", "H", "H"],
  "coordinates": [[-1.236, 0.251, 0.468], [-0.917, -0.725, -0.457], [-1.539, 1.272, -0.316], [-1.613, 2.229, -1.030], [0.292, -1.383, -0.032], [1.411, -0.407, 0.275], [0.903, -1.276, 1.294], [-1.688, 3.058, -1.682], [0.549, -2.258, -0.613], [1.175, 0.653, 0.318], [2.387, -0.655, -0.131], [0.274, -0.760, 1.905]],
  "homo_energy_ev": -9.02,
  "e_above_lowest_kj_mol": 661.6,
  "lumo_ev": -0.111,
  "mol_weight_g_mol": 95.101
}

{
  "formula": "C5H5NO",
  "method": "the ωB97M-V functional and the def2-TZVPD basis",
  "elements": ["O", "C", "C", "C", "C", "C", "N", "H", "H", "H", "H", "H"],
  "coordinates": [[0.318, 0.013, 1.913], [0.587, -0.011, 0.729], [1.956, -0.095, 0.222], [3.033, -0.108, -0.320], [-0.444, 0.185, -0.343], [-1.804, -0.444, -0.340], [-1.632, 0.931, 0.071], [3.982, -0.130, -0.814], [-0.017, 0.466, -1.302], [-2.101, -1.178, 0.405], [-2.278, -0.570, -1.313], [-1.600, 0.942, 1.092]],
  "homo_energy_ev": -9.98,
  "e_above_lowest_kj_mol": 308.4,
  "lumo_ev": -0.051,
  "mol_weight_g_mol": 95.101,
  "smiles": "C#CC(=O)[C@H]1CN1"
}

{
  "formula": "C5H5NO",
  "method": "the ωB97M-V functional and the def2-TZVPD basis",
  "elements": ["C", "C", "C", "C", "C", "H", "H", "H", "H", "H", "N", "O"],
  "coordinates": [[-0.434, 1.038, -0.149], [-0.428, 0.175, -1.110], [0.223, -0.944, -0.975], [0.976, -1.383, 0.236], [0.532, -0.403, 1.326], [-1.063, 2.525, 0.788], [-1.172, 0.353, -2.025], [0.465, -1.570, -1.914], [1.680, -2.132, 0.529], [0.583, -0.506, 2.363], [-0.173, 0.641, 1.088], [-1.188, 2.205, -0.157]],
  "homo_energy_ev": -8.96,
  "e_above_lowest_kj_mol": 194.8,
  "lumo_ev": 0.720,
  "mol_weight_g_mol": 95.101,
  "smiles": "Oc1ccccn1"
}

{
  "formula": "C5H5NO",
  "method": "the ωB97M-V functional and the def2-TZVPD basis",
  "elements": ["O", "C", "C", "C", "C", "C", "N", "H", "H", "H", "H", "H"],
  "coordinates": [[-2.633, -0.360, 0.305], [-1.351, -0.566, 0.368], [-0.487, 0.570, 0.000], [0.805, 0.710, 0.766], [0.851, 0.255, -0.656], [1.198, -1.116, -0.966], [1.512, -2.196, -1.236], [-2.221, -1.415, 0.643], [-1.004, 1.470, -0.337], [0.995, -0.034, 1.532], [1.153, 1.714, 0.984], [1.183, 0.969, -1.403]],
  "homo_energy_ev": -9.13,
  "e_above_lowest_kj_mol": 466.5,
  "lumo_ev": 0.508,
  "mol_weight_g_mol": 95.101
}

{
  "formula": "C5H5NO",
  "method": "the ωB97M-V functional and the def2-TZVPD basis",
  "elements": ["N", "C", "C", "O", "C", "C", "C", "H", "H", "H", "H", "H"],
  "coordinates": [[-0.955, -2.013, -1.563], [-0.578, -0.916, -1.618], [0.021, 0.358, -1.165], [-0.929, 1.168, -0.468], [-0.158, 1.020, 0.764], [-0.049, -0.557, 1.172], [0.795, 0.111, 0.110], [0.574, 0.889, -1.932], [-0.132, 1.950, 1.352], [0.574, -1.058, 1.951], [-1.019, -1.059, 1.100], [1.855, 0.109, 0.296]],
  "homo_energy_ev": -9.64,
  "e_above_lowest_kj_mol": 341.9,
  "lumo_ev": 0.874,
  "mol_weight_g_mol": 95.101
}

{
  "formula": "C5H5NO",
  "method": "the ωB97M-V functional and the def2-TZVPD basis",
  "elements": ["O", "C", "C", "C", "C", "C", "N", "H", "H", "H", "H", "H"],
  "coordinates": [[-2.055, -0.869, 1.854], [-1.208, -0.907, 0.995], [-0.558, 0.336, 0.494], [0.926, 0.532, 0.421], [0.119, 0.537, -0.853], [0.664, -0.441, -1.766], [1.353, -1.072, -2.450], [-0.885, -1.863, 0.539], [-1.096, 1.226, 0.808], [1.532, -0.367, 0.516], [1.393, 1.436, 0.791], [-0.186, 1.454, -1.348]],
  "homo_energy_ev": -10.36,
  "e_above_lowest_kj_mol": 162.8,
  "lumo_ev": 0.618,
  "mol_weight_g_mol": 95.101,
  "smiles": "N#C[C@@H]1C[C@@H]1C=O"
}

{
  "formula": "C5H5NO",
  "method": "the ωB97M-V functional and the def2-TZVPD basis",
  "elements": ["O", "C", "C", "C", "C", "C", "N", "H", "H", "H", "H", "H"],
  "coordinates": [[-1.353, -1.700, 1.092], [-1.069, -0.707, 0.589], [-0.618, 0.495, 0.122], [0.964, 0.560, 0.072], [0.220, 0.452, -1.190], [0.172, -0.746, -2.021], [0.202, -1.704, -2.670], [0.288, 0.532, 3.014], [-1.218, 1.358, 0.405], [1.401, -0.403, 0.366], [0.666, 0.810, 2.432], [0.039, 1.366, -1.758]],
  "homo_energy_ev": -8.38,
  "e_above_lowest_kj_mol": 525.5,
  "lumo_ev": -0.424,
  "mol_weight_g_mol": 95.101
}

{
  "formula": "C5H5NO",
  "method": "the ωB97M-V functional and the def2-TZVPD basis",
  "elements": ["N", "C", "C", "O", "C", "C", "C", "H", "H", "H", "H", "H"],
  "coordinates": [[0.491, -2.765, -0.096], [-0.245, -1.883, 0.040], [-0.987, -0.627, 0.144], [-0.696, 0.056, 1.358], [0.024, 1.086, 0.771], [1.015, 0.705, -0.247], [-0.326, 0.346, -0.790], [-2.073, -0.733, 0.037], [0.165, 1.916, 1.482], [1.328, 1.622, -0.751], [1.843, 0.015, -0.079], [-0.539, 0.263, -1.868]],
  "homo_energy_ev": -9.20,
  "e_above_lowest_kj_mol": 372.4,
  "lumo_ev": 0.727,
  "mol_weight_g_mol": 95.101,
  "smiles": "N#C[C@H]1O[C@H]2C[C@H]21"
}

{
  "formula": "C5H5NO",
  "method": "the ωB97M-V functional and the def2-TZVPD basis",
  "elements": ["O", "C", "C", "C", "C", "C", "N", "H", "H", "H", "H", "H"],
  "coordinates": [[-2.240, -0.820, 1.667], [-1.247, -0.901, 0.981], [-0.541, 0.320, 0.500], [0.946, 0.482, 0.427], [0.144, 0.539, -0.847], [0.649, -0.419, -1.806], [1.279, -1.044, -2.548], [-0.821, -1.880, 0.688], [-1.069, 1.218, 0.808], [1.536, -0.434, 0.476], [1.423, 1.369, 0.823], [-0.151, 1.472, -1.319]],
  "homo_energy_ev": -10.37,
  "e_above_lowest_kj_mol": 161.4,
  "lumo_ev": 0.638,
  "mol_weight_g_mol": 95.101,
  "smiles": "N#C[C@@H]1C[C@@H]1C=O"
}

{
  "formula": "C5H5NO",
  "method": "the ωB97M-V functional and the def2-TZVPD basis",
  "elements": ["C", "C", "C", "C", "C", "N", "O", "H", "H", "H", "H", "H"],
  "coordinates": [[-0.186, 0.077, -0.128], [-1.260, -0.460, -0.173], [2.066, 1.405, 0.034], [2.508, -0.018, -0.027], [-2.623, -0.990, -0.049], [1.166, 0.200, -0.044], [3.304, -0.911, -0.188], [2.018, 1.819, 1.143], [2.011, 2.269, -0.670], [-3.151, -0.620, 0.969], [-2.467, -2.063, 0.014], [-3.385, -0.707, -0.882]],
  "homo_energy_ev": -8.95,
  "e_above_lowest_kj_mol": 440.1,
  "lumo_ev": 0.671,
  "mol_weight_g_mol": 95.101,
  "smiles": "CC#CN1CC1=O"
}

{
  "formula": "C5H5NO",
  "method": "the ωB97M-V functional and the def2-TZVPD basis",
  "elements": ["O", "C", "C", "C", "C", "C", "N", "H", "H", "H", "H", "H"],
  "coordinates": [[0.264, -0.723, 1.392], [-1.027, -0.633, 0.969], [-1.210, 0.143, -0.097], [0.962, 0.318, 0.686], [0.171, 0.514, -0.617], [0.613, -0.426, -1.669], [0.978, -1.183, -2.464], [-1.747, -1.228, 1.520], [-2.147, 0.426, -0.548], [2.002, 0.011, 0.574], [0.895, 1.250, 1.265], [0.245, 1.531, -1.011]],
  "homo_energy_ev": -9.39,
  "e_above_lowest_kj_mol": 120.5,
  "lumo_ev": 0.805,
  "mol_weight_g_mol": 95.101,
  "smiles": "N#C[C@H]1C=COC1"
}